104
Properties=species:S:1:pos:R:3 method="wB97M-V/def2-TZVPD" total_charge=+1 spin_multiplicity=3 e_homo_ha="-0.406 / -0.408" homo_lumo_gap_ev="8.801 / 5.030"
C -1.605 5.095 -0.113
H -1.824 5.648 -1.017
N -2.754 -4.901 1.811
H 5.854 0.586 -0.244
C -5.756 0.159 1.399
H -2.528 0.230 3.816
H -0.646 5.596 3.098
C 2.585 0.105 -0.617
C 6.159 0.280 -4.399
H 0.289 -3.677 4.203
C -1.490 -1.570 -7.404
N -5.081 -5.263 1.627
H 1.014 1.055 1.550
H 5.111 2.894 -2.521
H 2.559 3.202 0.532
H -1.377 -1.853 -8.442
H 6.838 0.048 -5.209
C -0.841 0.672 2.562
C -4.158 -4.475 3.666
H -1.129 -0.554 5.696
C -0.722 -2.368 1.386
C -0.065 -3.366 2.097
C -2.761 -1.321 -6.897
H 0.628 -1.652 -6.993
C 1.387 -3.599 0.206
C -0.557 -1.133 -5.276
C 1.175 1.644 -1.486
H 5.832 3.009 3.283
H -1.148 6.851 1.031
H -4.290 -4.183 4.699
C -1.711 -4.120 3.875
C -1.045 3.688 2.220
C -3.841 -5.278 1.157
H -1.999 3.178 -1.001
C 5.366 2.697 2.358
S 0.608 -0.984 -3.933
O 3.068 -0.847 -0.067
H 3.905 -1.213 -2.375
C 3.527 2.803 0.813
C -6.290 1.261 2.040
C 0.724 -0.221 4.669
H 0.895 -2.311 -1.446
H -3.476 3.078 2.433
H 2.222 -4.055 -0.305
C 0.552 0.691 2.459
C -0.658 -0.218 4.782
C 1.047 -3.948 1.498
H -5.876 3.186 2.892
H -1.861 -4.250 4.940
N 2.387 2.189 -1.716
C -1.818 -0.884 -4.763
C 5.384 1.339 0.374
H -3.701 -5.631 0.141
H 1.331 -0.575 5.492
C -5.466 2.312 2.405
C 5.992 1.763 1.543
H 6.954 1.354 1.823
C 5.384 -0.718 -3.830
C -4.111 2.254 2.139
H 2.543 2.784 -2.515
C 6.063 1.580 -3.924
N -0.350 -1.992 0.168
N 1.296 0.508 -0.722
H 5.452 -1.736 -4.191
C 1.332 0.243 3.509
C 4.151 1.865 -0.005
C -3.539 1.154 1.491
H -0.828 3.141 3.128
H -7.350 1.294 2.254
H -3.916 -0.768 -5.147
C 5.182 1.879 -2.898
Cl -3.836 -1.290 0.281
C -0.496 -3.740 3.456
C -1.447 0.223 3.730
C 4.507 -0.423 -2.796
C -0.939 5.069 2.200
C -1.764 -0.577 -3.321
O 1.416 0.194 -4.064
H 1.620 -4.697 2.031
H 3.644 3.950 2.616
C -1.716 3.715 -0.104
C -4.400 0.111 1.115
C 3.447 1.307 -1.229
C -0.361 -1.471 -6.596
C -1.223 5.772 1.037
H 6.681 2.363 -4.343
C 0.664 -2.613 -0.438
C -2.896 -4.482 3.072
H -6.377 -0.677 1.107
H -3.621 -1.413 -7.546
H -6.245 -4.865 3.268
O -2.699 -0.189 -2.614
O 0.060 2.087 -1.782
O 1.293 -2.223 -3.691
C -1.442 3.010 1.067
C 4.136 3.220 1.986
C 4.399 0.876 -2.327
P -1.749 1.227 1.097
N -0.551 -0.755 -2.773
Au -1.008 0.076 -0.808
H -1.568 -1.868 1.827
C -2.939 -0.964 -5.567
H 2.411 0.254 3.417
C -5.232 -4.861 2.881

***

106
Properties=species:S:1:pos:R:3 method="wB97M-V/def2-TZVPD" total_charge=+1 spin_multiplicity=1 e_homo_ha="-0.372 / -0.372" homo_lumo_gap_ev="2.823 / 4.967"
H 9.022 15.413 6.952
C 14.003 10.400 6.146
C 18.950 16.296 5.505
O 11.787 18.218 9.588
H 10.121 14.017 4.127
H 16.792 13.887 8.712
C 17.388 9.551 6.802
H 9.113 12.473 10.055
C 20.863 15.376 6.574
H 18.171 8.324 8.317
C 15.910 19.239 7.394
C 10.991 15.317 9.726
H 15.934 22.516 6.557
H 20.603 8.688 7.434
C 9.923 19.173 5.041
Br 10.680 8.220 7.275
C 17.677 21.319 6.841
H 15.182 12.460 5.030
F 19.604 12.988 4.165
H 17.765 18.175 7.990
C 10.544 14.122 10.263
N 16.334 10.687 5.183
H 8.322 13.342 7.834
O 11.609 12.803 4.911
H 11.407 20.862 8.840
C 19.700 9.055 6.868
C 15.418 10.144 6.118
C 18.455 8.895 7.414
C 10.224 13.094 4.736
Pb 13.825 15.751 5.320
C 9.087 13.844 8.403
C 16.491 14.820 9.126
H 9.663 13.214 5.674
C 8.868 19.626 5.773
F 21.754 15.314 7.562
H 13.486 18.220 11.593
C 12.064 11.649 5.421
C 16.291 21.574 6.836
C 15.597 16.996 8.509
C 13.559 18.439 8.060
O 12.141 15.824 6.704
C 16.059 15.741 8.167
C 17.640 10.284 5.564
H 13.613 20.077 11.765
C 9.602 13.349 9.599
C 18.170 20.108 7.265
C 11.802 9.579 6.564
C 18.861 10.299 4.912
O 14.207 12.634 5.121
H 20.877 9.628 5.218
H 10.780 20.291 10.354
N 16.059 9.527 7.060
H 12.152 19.247 12.189
C 8.613 19.165 7.056
O 14.848 17.424 6.225
C 10.626 15.745 8.450
C 9.516 15.054 7.890
C 13.162 9.434 6.694
H 15.769 18.499 10.117
C 10.751 18.185 5.595
C 19.904 9.665 5.626
C 11.449 16.682 7.603
H 14.343 20.730 7.092
H 19.259 20.050 7.343
H 11.567 17.668 5.046
C 17.276 19.087 7.567
F 19.886 17.346 7.393
H 18.334 22.160 6.644
Se 17.087 14.870 3.835
C 9.458 18.242 7.648
H 10.920 13.760 11.232
H 9.341 17.808 8.639
C 12.580 19.376 9.990
C 14.968 17.968 7.528
O 13.732 19.415 9.102
C 11.211 10.685 5.990
C 18.719 15.143 4.728
H 12.065 21.478 10.312
C 16.513 15.164 10.439
C 10.510 17.733 6.886
C 15.836 17.408 9.886
H 11.640 15.930 10.292
C 11.678 20.596 9.839
H 16.038 16.644 11.929
C 20.807 14.302 5.677
H 9.772 12.315 4.044
H 10.134 19.572 4.048
H 7.676 19.382 7.524
C 16.118 16.473 10.841
H 13.068 16.644 9.185
F 21.754 13.359 5.766
H 16.812 14.470 11.230
H 13.078 18.890 7.183
H 18.954 10.839 3.937
C 13.478 11.535 5.496
C 19.726 14.168 4.878
C 15.423 20.524 7.107
H 16.107 10.694 4.185
H 10.142 10.796 6.138
H 13.573 8.610 7.323
C 12.529 17.430 8.592
C 19.964 16.418 6.433
H 15.958 15.324 7.161
C 12.975 19.183 11.472
H 8.191 20.330 5.373
F 17.979 17.280 5.392

***

110
Properties=species:S:1:pos:R:3 method="wB97M-V/def2-TZVPD" total_charge=0 spin_multiplicity=7 e_homo_ha="-0.252 / -0.252" homo_lumo_gap_ev="5.724 / 5.734"
C -5.899 -2.348 -1.659
C 0.749 -4.978 0.691
C -1.942 0.375 1.507
C -0.782 0.752 3.743
C -4.801 -1.790 -1.039
H 4.467 -2.230 -2.045
C -4.672 -2.564 -3.700
O -1.728 1.415 0.825
H -5.133 6.253 0.208
C 4.299 2.250 -2.630
O -0.741 -1.510 -2.637
H 5.054 -1.040 -3.260
C 2.949 -4.909 -0.213
C 1.755 -2.744 -1.905
N 0.772 0.498 -0.771
H 2.145 3.369 -1.790
C 4.240 -1.774 -3.038
C 1.355 2.673 3.728
C -4.777 5.498 -0.512
C 0.993 1.801 -0.904
H -1.248 1.322 -4.449
H 4.923 -3.340 -3.950
C -3.195 0.556 5.116
H -0.044 5.643 2.970
C -5.870 -2.731 -3.002
C -0.820 0.923 5.129
H 2.166 -2.531 6.112
O -1.982 -0.823 1.011
H 2.097 -1.078 -0.215
O -2.827 1.197 -2.422
C 0.364 -1.015 -3.028
N 1.408 -3.089 -0.722
H 4.004 -0.213 -1.032
H 3.694 0.136 -4.861
O 4.141 3.189 -3.401
H -7.306 -4.319 -3.487
C -3.021 2.497 -2.842
H -4.136 0.352 3.212
C -7.103 -3.251 -3.757
H -4.803 -1.511 -0.001
C 1.642 -1.322 -2.387
C 0.444 -0.113 -4.133
H 1.870 6.460 4.402
H 0.089 1.140 5.605
C 2.108 2.309 -1.549
H -0.407 3.342 2.597
C 2.302 -6.745 1.189
N -3.631 -1.619 -1.741
H -6.781 -2.515 -0.999
H 6.299 2.180 -2.943
C 1.688 -4.311 -0.189
P 0.891 0.990 3.095
C 2.168 -0.027 3.894
C 3.186 0.107 -1.684
C -3.178 0.522 3.715
H 2.114 -3.487 -2.598
C -0.706 0.404 -4.898
H 5.723 1.483 -1.402
C 1.680 -1.019 4.754
H 0.613 -1.171 4.933
C 2.638 4.463 4.731
O -2.553 2.927 -3.882
C -3.618 -1.889 -3.057
H -2.673 -1.704 -3.604
H -4.966 6.640 -2.325
C 1.023 -6.202 1.278
I -1.135 -4.066 1.051
C 0.655 4.964 3.435
H -4.192 4.729 -3.724
C -4.158 4.678 -2.633
C 3.027 -0.852 -2.967
C 2.588 -1.782 5.469
C 3.965 -1.586 5.317
H -4.473 -2.848 -4.776
H 4.664 -2.298 5.725
H -1.510 -0.339 -5.013
H 3.870 0.710 2.687
C 0.444 3.625 3.237
C 2.519 3.117 4.390
Br -4.465 4.036 1.884
H 0.223 2.520 -0.604
H -4.139 0.261 5.619
C -4.346 4.233 0.005
H -8.023 -2.667 -3.460
C 1.843 -0.427 -1.079
C -1.983 0.548 3.013
H 4.203 -6.648 0.214
C 1.726 5.391 4.239
H 3.444 4.826 5.376
H 3.345 2.420 4.536
H -0.395 0.616 -5.914
C 2.829 -0.185 -4.274
N -3.903 3.230 -0.704
H -2.038 0.766 6.937
C 3.192 1.543 -1.875
C -4.640 5.719 -1.881
Tb -1.618 -0.060 -1.205
C 3.538 0.063 3.549
H -6.912 -3.237 -4.863
H 5.493 -0.425 4.337
O 4.083 -2.780 -4.008
H 3.678 -4.459 -0.916
H 0.206 -6.710 1.753
H 2.548 -7.625 1.800
C 4.439 -0.616 4.403
N 1.654 0.153 -4.706
C -3.755 3.435 -2.017
N 5.568 1.674 -2.423
C 3.250 -6.117 0.405
C -2.025 0.718 5.878

***

119
Properties=species:S:1:pos:R:3 method="wB97M-V/def2-TZVPD" total_charge=-2 spin_multiplicity=2 e_homo_ha="-0.012 / -0.012" homo_lumo_gap_ev="2.651 / 1.309"
O -6.772 -19.233 6.228
C -16.354 -26.275 5.394
C -11.156 -15.154 1.071
H -12.940 -25.396 5.231
C -11.402 -24.061 4.492
C -14.617 -23.382 6.208
C -8.298 -20.579 1.700
H -12.332 -13.827 -0.213
C -13.455 -14.143 3.755
C -17.043 -19.874 2.131
C -9.517 -15.356 -1.251
N -16.676 -20.422 0.908
H -13.319 -16.632 8.550
C -12.687 -17.240 6.617
C -10.637 -14.521 -1.251
O -15.457 -16.619 5.075
O -13.784 -19.690 4.976
H -17.370 -20.329 0.190
C -11.036 -22.746 4.197
O -15.863 -17.802 6.950
N -9.329 -19.989 2.272
C -8.077 -19.576 4.279
F -15.502 -17.742 -0.788
H -11.848 -20.150 -1.105
C -11.705 -15.418 7.835
C -16.978 -15.775 6.749
C -7.055 -20.662 2.336
H -19.026 -19.244 5.386
H -9.973 -18.981 6.156
C -18.720 -26.807 4.102
C -10.039 -16.045 1.019
C -14.727 -20.989 6.621
H -20.120 -25.281 2.286
H -17.496 -27.770 2.543
H -13.388 -18.092 6.549
H -10.001 -16.734 1.829
F -15.948 -17.043 1.382
H -13.469 -15.111 4.261
F -16.888 -15.936 -0.348
H -10.480 -15.733 4.689
C -12.528 -13.962 2.646
H -15.366 -11.419 3.149
C -17.504 -27.262 3.541
C -13.017 -21.989 5.109
C -11.038 -15.957 5.611
H -13.761 -20.918 -2.550
C -15.177 -20.776 -0.936
C -12.617 -16.448 7.726
C -12.471 -12.692 2.004
F -15.083 -14.939 0.901
H -11.585 -14.854 8.761
K -14.118 -17.894 3.071
C -17.310 -20.134 4.365
F -13.752 -16.826 0.406
C -14.492 -12.069 3.140
C -13.907 -20.700 -1.499
C -7.911 -19.203 5.733
H -8.441 -21.124 0.776
H -19.758 -26.191 5.905
C -18.805 -18.687 3.289
H -15.395 -27.476 3.844
Cl -17.495 -14.573 5.555
C -15.377 -20.443 0.426
H -6.155 -21.045 1.853
N -15.362 -24.516 6.336
C -20.707 -25.837 3.052
H -11.603 -12.532 1.349
H -18.128 -18.254 1.217
N -11.880 -16.988 5.548
C -14.452 -13.203 3.948
H -17.614 -25.457 6.985
C -11.475 -14.432 -0.158
C -12.601 -24.358 5.044
H -21.608 -26.309 2.701
H -16.095 -21.051 -1.490
H -10.205 -19.183 3.951
C -18.082 -18.866 2.135
Cl -18.495 -16.569 7.214
C -13.120 -20.078 0.651
C -6.928 -20.082 3.603
H -19.651 -17.959 3.245
C -9.276 -19.521 3.515
N -15.196 -25.561 5.650
C -16.006 -16.833 6.159
C -15.111 -22.295 6.948
H -16.906 -20.659 5.238
H -10.820 -13.903 -2.107
H -15.896 -22.526 7.672
H -10.195 -14.351 6.693
C -17.603 -25.942 6.011
N -9.009 -18.810 6.418
O -19.787 -26.961 3.291
C -10.907 -15.154 6.744
P -15.311 -16.293 0.020
N -16.505 -20.265 3.287
C -9.249 -16.102 -0.093
C -18.462 -19.402 4.441
H -8.875 -18.514 7.371
H -20.920 -25.208 3.947
Cl -16.081 -14.849 8.008
C -18.798 -26.297 5.417
C -13.483 -11.778 2.228
N -14.325 -20.207 1.217
H -15.131 -20.107 7.076
H -15.210 -13.451 4.717
C -16.341 -27.100 4.212
C -13.434 -23.269 5.427
N -11.796 -15.058 2.256
H -10.683 -24.827 4.216
H -12.304 -19.677 1.232
C -12.851 -20.350 -0.675
H -8.384 -16.776 -0.103
H -10.078 -22.499 3.698
H -9.006 -15.431 -2.225
H -13.477 -10.927 1.625
H -5.950 -20.076 4.164
C -13.781 -20.814 5.541
F -14.837 -15.532 -1.345
N -11.836 -21.736 4.464